Density functional theory data (ωB97M-V with the def2-TZVPD basis set) for a molecular structure, C34H41N9O3S2W in a non-equilibrium geometry.

Output
LUMO level (alpha / beta) = -13.50 / -13.50 eV
Net charge = +4
Spin multiplicity = 1
Highest occupied orbital energy (alpha / beta) = -16.2421 / -16.2421 eV

XYZ file:
```
90
Properties=species:S:1:pos:R:3:forces:R:3:lowdin_charge:R:1
W -12.035703 -13.354272 1.741156 -0.6 -1.7 -0.8 1.588
C -12.190322 -9.320702 0.356388 0.2 -0.3 0.5 0.059
C -11.580554 -10.656600 0.493379 -0.6 0.5 -1.3 -0.330
O -12.289048 -11.570689 1.062594 0.4 -0.5 0.3 -0.235
C -10.479042 -11.017201 -0.264622 0.2 -1.5 -0.2 0.070
C -10.222496 -12.368261 -0.571233 0.6 0.3 0.0 -0.175
C -9.212456 -12.676571 -1.657910 -0.1 0.6 -0.2 0.011
N -10.855273 -13.436929 0.076702 -0.3 0.0 -0.7 -0.101
N -10.704566 -14.645647 -0.587678 2.1 3.4 -0.1 0.123
C -11.561418 -15.471020 -0.180644 -3.4 -2.4 1.1 -0.435
O -12.445525 -15.091090 0.739484 0.8 1.9 1.2 -0.234
C -11.747257 -16.797174 -0.722252 0.6 -1.0 -0.3 -0.146
C -12.666972 -17.760976 -0.205115 0.7 1.1 -0.8 -0.008
C -12.633507 -19.030106 -0.764765 -0.3 -0.3 0.9 -0.046
C -11.740694 -19.350900 -1.778302 0.1 1.2 0.0 -0.005
C -10.921054 -18.361126 -2.358368 0.1 -0.6 0.2 -0.016
C -10.869032 -17.105651 -1.797632 -1.5 -0.1 0.9 -0.007
H -12.341194 -9.135477 -0.682171 -0.3 0.0 -1.1 0.118
H -11.508493 -8.530507 0.619090 0.3 0.4 0.6 0.122
H -13.139481 -9.285511 0.858308 -0.2 0.3 0.4 0.109
H -9.995830 -10.239616 -0.850666 0.1 -0.2 0.2 0.161
H -8.453476 -11.878817 -1.685694 -0.1 -0.3 0.3 0.116
H -9.642347 -12.607256 -2.678750 -0.2 -0.3 0.6 0.136
H -8.762643 -13.658320 -1.542031 0.0 0.1 -0.1 0.072
H -13.409968 -17.454379 0.533005 0.3 -0.3 -0.1 0.119
H -13.280887 -19.820396 -0.359056 0.2 0.5 -0.3 0.133
H -11.746433 -20.362164 -2.109484 0.2 -0.5 -0.5 0.121
H -10.314426 -18.588051 -3.221266 0.1 -0.1 0.0 0.125
H -10.306499 -16.262451 -2.147629 0.5 -0.2 -0.5 0.108
S -14.522209 -13.221462 1.684025 0.6 0.0 0.3 0.901
C -14.352069 -13.940860 3.245567 -3.0 0.2 -1.4 -0.757
N -15.405199 -14.122499 4.063741 1.2 -0.5 1.2 0.173
C -15.206532 -14.732767 5.255542 0.0 0.1 -0.1 0.073
C -13.943508 -15.166331 5.660981 -0.7 1.0 -1.9 0.075
C -12.915057 -14.914363 4.748324 -0.4 0.0 0.8 -0.033
N -13.184591 -14.382368 3.535054 2.4 -0.1 0.7 -0.086
H -16.284087 -13.689198 3.848153 -0.7 0.2 -0.1 0.187
H -16.068586 -14.858319 5.890250 -0.2 0.1 0.1 0.170
H -13.900982 -15.605229 6.625766 0.7 -0.4 0.6 0.136
H -11.866433 -15.066978 4.988438 -0.2 -0.3 -0.1 0.095
C -20.564209 -9.758675 7.427661 -1.4 -0.9 0.5 -0.034
C -19.160763 -10.149460 7.204461 2.4 -1.1 0.5 -0.233
C -18.418759 -9.698785 6.112068 -2.2 0.4 0.0 -0.036
C -17.073684 -9.774885 6.030878 1.2 0.0 0.4 -0.041
C -16.331627 -10.341258 7.038178 0.0 0.5 0.0 -0.271
N -14.905735 -10.124168 7.086955 0.0 -0.9 -0.7 0.165
C -14.165260 -10.821717 6.200583 0.3 0.4 -0.2 -0.467
O -14.609875 -11.702992 5.468392 0.2 -0.5 -0.1 0.036
N -12.802101 -10.459321 6.108325 -0.9 1.5 1.7 0.158
C -11.847214 -10.896801 5.243871 -0.8 -0.4 -0.2 -0.194
C -10.519813 -10.608559 5.481865 0.3 0.1 -0.6 0.069
C -9.565305 -10.908194 4.524741 1.3 0.8 2.1 0.007
C -9.898285 -11.659461 3.449042 -0.1 -1.0 -2.1 -0.135
N -11.185056 -12.022997 3.230281 0.2 -0.1 1.1 -0.159
C -12.147725 -11.623014 4.099076 0.2 -0.1 -0.9 -0.048
C -17.009460 -11.003439 8.020425 0.7 -1.2 1.4 -0.042
C -18.375036 -10.960365 8.082220 -2.4 0.4 0.0 -0.014
H -20.726337 -9.168458 8.348143 0.4 -0.1 -0.5 0.110
H -21.253176 -10.625195 7.565816 0.6 0.3 -0.1 0.107
H -20.949271 -9.220242 6.574287 -0.1 0.3 -0.1 0.080
H -18.968222 -9.199085 5.338784 -0.1 0.4 -0.4 0.119
H -16.557312 -9.275784 5.265809 0.5 0.6 -1.2 0.108
H -14.580521 -9.337636 7.642691 0.2 -0.3 -0.2 0.176
H -12.576166 -9.650896 6.711369 0.3 -0.9 -0.6 0.182
H -10.266333 -10.119402 6.396324 0.3 0.4 0.4 0.143
H -8.538266 -10.590126 4.809348 -0.7 -0.5 -0.9 0.160
H -9.195063 -12.003846 2.674474 -0.2 0.3 0.7 0.119
H -13.167539 -11.835730 3.810504 0.0 0.2 0.3 0.082
H -16.483818 -11.585134 8.793876 -0.1 0.4 -0.4 0.130
H -18.920279 -11.539867 8.834844 0.4 0.3 0.0 0.130
C -11.320196 -17.762247 3.040700 -0.3 0.7 -0.2 -0.046
N -9.945166 -17.364443 2.741952 0.8 -0.1 -0.1 -0.187
C -8.998168 -18.330595 3.339398 -0.5 -1.3 -0.3 -0.007
C -9.608037 -16.174082 2.154373 0.2 -1.1 1.0 -0.564
S -10.380364 -14.773491 2.924299 0.1 0.7 -0.3 0.827
N -8.561523 -16.006477 1.367298 0.4 -0.5 1.3 -0.148
C -7.896142 -17.149147 0.738459 2.1 1.4 -0.5 0.013
C -7.797652 -14.742328 1.252307 -0.3 0.8 0.0 -0.017
H -11.605714 -18.738950 2.548024 0.5 1.0 0.6 0.133
H -11.858286 -16.943503 2.566681 -1.0 -0.4 0.3 0.036
H -11.468468 -17.792141 4.150038 0.0 -0.1 -0.9 0.115
H -9.175167 -18.461800 4.423399 -0.2 0.5 -0.5 0.119
H -7.986238 -18.045800 3.217002 1.0 0.3 -0.2 0.080
H -9.158616 -19.350557 2.901959 0.2 0.9 0.2 0.130
H -8.389306 -18.062423 0.909403 -0.7 -0.9 0.0 0.077
H -6.811636 -17.205796 1.074365 -1.4 0.0 -0.2 0.145
H -7.860232 -16.839316 -0.310827 0.0 -0.7 -0.1 0.114
H -7.657978 -14.262072 2.251154 -0.5 -0.3 -0.8 0.101
H -8.350835 -14.106079 0.515819 0.8 -0.3 0.8 0.069
H -6.761525 -14.912504 0.906434 -0.8 -0.3 -0.1 0.121
```
Positions in Å, forces in eV/Å.

---

Density functional theory data (ωB97M-V with the def2-TZVPD basis set) for a molecular structure, C43H48GeN2O8PReS in a non-equilibrium geometry.

Output
LUMO level (alpha / beta) = -4.54 / -4.22 eV
Net charge = +1
Spin multiplicity = 2
Highest occupied orbital energy (alpha / beta) = -10.7459 / -10.6749 eV

XYZ file:
```
105
Properties=species:S:1:pos:R:3:forces:R:3:mulliken_spin:R:1
Re -0.805600 -0.649500 0.288000 0.5 3.2 -2.8 1.024
O -4.331600 -2.608700 0.640800 0.3 0.2 0.0 0.002
C -3.325800 -1.957300 0.757900 -1.7 -0.4 1.4 0.006
O -2.456000 -1.711800 -0.162800 2.0 0.3 0.0 -0.010
C -2.962700 -1.312400 2.110600 -0.8 -0.6 -0.1 0.012
C -3.664300 -1.436000 3.301300 0.2 0.1 -0.3 0.001
C -3.161000 -0.784900 4.422400 0.0 -0.1 -0.2 0.000
C -1.992500 -0.034400 4.333100 0.3 0.2 -0.5 -0.001
C -1.359100 0.040900 3.100100 0.3 0.2 0.7 -0.010
N -1.855800 -0.594100 2.048900 -0.6 -0.3 0.7 0.017
C -0.036900 0.722400 2.781700 0.0 0.4 1.0 0.019
O 0.564800 1.381400 3.599700 -0.5 -0.1 0.0 0.003
O 0.405000 0.472300 1.584800 -0.9 -1.5 -1.0 -0.010
H -4.564700 -2.028800 3.322500 -0.1 -0.1 0.0 0.000
H -3.668100 -0.878500 5.370500 -0.1 0.0 0.1 0.000
H -1.572700 0.479500 5.183300 0.1 0.1 0.0 0.001
C 4.415700 2.188100 -5.038600 0.0 0.0 0.0 0.000
C 3.458900 1.192400 -5.161400 0.0 0.0 -0.1 0.003
C 2.821100 0.704800 -4.036900 0.1 0.0 0.2 0.009
C 3.113800 1.236500 -2.782700 0.0 -0.2 0.2 0.000
C 4.068900 2.240700 -2.661200 -0.1 -0.1 0.0 -0.003
C 4.721700 2.705700 -3.790300 0.1 0.1 0.0 0.001
P 2.129100 0.561600 -1.393900 0.0 0.8 -0.2 0.028
C 2.903800 1.399300 0.038500 0.0 -0.1 -0.2 -0.010
C 2.268000 2.367100 0.806500 0.3 0.1 0.0 0.000
C 2.903100 2.886100 1.921900 0.0 0.0 0.0 0.000
C 4.174000 2.453900 2.269200 0.1 0.0 0.0 0.000
C 4.818900 1.490100 1.508400 0.0 0.0 0.1 -0.001
C 4.180500 0.952100 0.402800 0.0 0.3 -0.1 0.003
C 0.555400 1.470200 -1.629300 0.4 -0.4 0.0 -0.024
C 0.518900 2.664100 -2.344500 0.0 -0.1 0.2 -0.003
C -0.686000 3.300000 -2.580800 -0.1 0.0 0.0 0.027
C -1.864600 2.738500 -2.116300 0.0 -0.1 0.0 -0.024
C -1.829800 1.555500 -1.395300 -0.5 0.1 0.1 0.000
C -0.625400 0.903500 -1.133600 0.0 -1.0 0.6 -0.073
H 4.921800 2.561700 -5.915000 0.0 0.0 -0.1 0.000
H 3.208800 0.796300 -6.133700 0.0 -0.1 -0.1 0.000
H 2.086800 -0.086100 -4.117600 -0.1 -0.1 -0.1 -0.002
H 4.303000 2.669000 -1.696400 0.0 0.0 0.0 0.000
H 5.464500 3.483400 -3.693200 0.1 0.1 0.0 0.000
H 1.286800 2.712700 0.522000 -0.1 0.0 0.0 0.001
H 2.401800 3.626300 2.525700 0.0 0.1 0.1 0.000
H 4.668300 2.879300 3.127500 0.0 0.0 0.1 0.000
H 5.815300 1.165600 1.770200 0.1 0.0 0.0 0.000
H 4.714100 0.255100 -0.235300 0.0 -0.1 -0.1 0.000
H 1.437600 3.098300 -2.712800 0.0 0.0 -0.1 0.004
H -0.706300 4.224900 -3.136400 0.0 0.1 0.0 0.001
H -2.811300 3.218500 -2.313800 -0.1 0.0 0.0 0.000
H -2.767600 1.129800 -1.054200 0.0 0.0 0.0 0.001
C 0.459500 -4.977800 -3.470100 -0.2 -0.1 0.1 -0.001
C -0.029100 -5.857200 -2.332000 0.3 0.1 0.1 0.000
C 0.350100 -5.300100 -0.963900 -0.1 0.0 0.0 0.003
C -0.342600 -3.979400 -0.621800 0.1 0.4 0.1 -0.005
Ge 0.596300 -2.234700 -0.995600 0.5 -0.9 0.5 -0.004
C 2.439900 -2.588300 -0.100700 -0.7 -0.8 -1.1 0.009
C 3.590000 -2.651300 -1.081300 0.2 0.2 0.3 -0.002
C 4.947800 -2.988800 -0.456000 -0.1 -0.2 -0.2 0.000
C 5.008800 -4.399200 0.119400 0.1 0.2 -0.1 0.000
H 0.242200 -5.441600 -4.426700 0.0 0.0 -0.2 0.000
H 1.535000 -4.826900 -3.399500 0.2 0.1 0.0 0.000
H -0.025500 -4.003600 -3.435600 0.0 0.1 -0.1 0.001
H 0.407800 -6.852100 -2.428000 0.0 -0.1 0.0 0.000
H -1.111500 -5.972500 -2.392400 -0.1 0.0 0.0 0.000
H 1.435500 -5.177200 -0.923500 0.2 -0.2 0.0 0.001
H 0.075300 -6.037100 -0.205600 0.1 0.0 0.0 0.000
H -0.528500 -3.946900 0.456900 0.0 0.1 0.0 -0.003
H -1.327600 -3.949900 -1.090100 0.0 0.1 0.0 0.004
H 1.029600 -2.103700 -2.451300 -0.1 0.1 -0.3 0.019
H 2.347600 -3.532400 0.437900 0.1 0.1 0.2 0.007
H 3.092100 -0.722400 0.550900 -0.1 -0.3 0.5 -0.008
H 3.646900 -1.698300 -1.616000 0.0 -0.1 -0.1 -0.003
H 3.331300 -3.412200 -1.816700 -0.1 0.0 -0.1 0.000
H 5.203400 -2.268900 0.324000 0.1 0.1 0.0 0.000
H 5.704100 -2.894600 -1.234900 0.1 0.1 0.0 0.000
H 4.370600 -4.511900 0.994100 0.0 0.0 0.1 0.000
H 6.030900 -4.632200 0.408600 0.0 -0.1 0.1 0.000
H 4.692600 -5.126200 -0.625700 0.0 -0.1 -0.1 0.000
C 9.255000 -0.022700 2.966900 0.1 0.0 0.0 0.000
C 7.967400 -0.132900 3.718400 -0.1 0.0 0.0 0.001
C 7.253000 1.005600 4.083900 0.0 -0.1 0.1 0.000
C 6.089800 0.902200 4.828500 -0.1 0.1 0.0 0.000
C 5.636700 -0.348900 5.196100 -0.4 0.1 0.4 -0.001
C 6.327500 -1.492200 4.850100 0.1 -0.1 0.0 0.000
C 7.485200 -1.382000 4.103600 -0.2 0.0 0.1 0.000
S 4.204400 -0.509700 6.238900 -0.3 -0.6 -0.5 0.000
O 3.528800 0.751800 6.303800 0.1 0.1 -0.2 0.000
O 4.563100 -1.196300 7.438200 0.1 -0.2 0.0 0.000
N 3.249100 -1.608900 5.346900 0.7 0.4 0.9 0.000
C 2.176900 -1.012800 4.588400 -0.2 0.5 -0.5 0.001
C 2.689400 -0.704500 3.162400 0.0 0.2 0.4 -0.006
C 2.022200 -1.517000 2.124100 -0.5 -0.2 0.4 0.000
O 2.869000 -1.625500 0.949100 -0.2 0.5 -0.1 -0.007
O 0.990100 -2.105400 2.111000 0.9 -0.1 0.4 0.004
H 9.236900 0.820600 2.281100 0.1 0.0 -0.1 0.000
H 9.461700 -0.935800 2.414200 0.1 0.0 -0.1 0.000
H 10.072900 0.134900 3.670500 0.1 0.0 0.0 0.000
H 7.625800 1.980200 3.805100 0.0 0.1 -0.1 0.000
H 5.526500 1.765400 5.143400 0.0 0.2 0.0 0.000
H 5.954800 -2.446200 5.184500 0.0 -0.2 0.0 0.000
H 8.031600 -2.273000 3.836300 0.1 -0.1 -0.1 0.000
H 2.976900 -2.360800 5.960100 0.0 -0.1 0.2 0.000
H 1.861400 -0.073600 5.060700 -0.1 -0.3 -0.2 0.000
H 1.322500 -1.690900 4.526500 0.1 0.0 0.2 0.000
H 3.770400 -0.862300 3.124300 -0.1 0.0 -0.1 0.000
H 2.511100 0.354900 2.949200 0.0 -0.1 -0.3 0.000
```
Positions in Å, forces in eV/Å.